(1)
35
Properties=species:S:1:pos:R:3:forces:R:3 method="wB97M-V/def2-TZVPD" charge=-1 largest_force_ev_per_a=5.078 orbital_gap_ev=6.65 e_lumo_ev=2.1 energy_ha=-1916.6684 homo_energy_ev=-4.6
S 0.124455 -3.210987 -0.437081 -0.0313 -0.2669 -0.6040
S -2.782647 2.454865 -0.125131 -4.9273 0.1711 -1.2157
O 1.495198 -3.942850 -0.850031 -0.3993 0.1182 -0.2244
O -2.158623 0.944294 0.122601 0.4907 2.1164 0.3867
O -3.677777 2.748327 0.979666 1.9875 -0.3111 0.0194
O -2.094680 6.042453 0.254315 0.1638 -0.8048 -1.9974
O -1.669925 4.681364 1.914944 0.6465 -1.5032 -2.6716
O -3.591133 2.408688 -1.351541 2.2003 -0.5359 0.4776
O 2.719159 3.575223 -0.363063 -0.2554 -0.5159 -0.1998
O 0.391825 -1.824597 -0.201427 0.0540 -0.1921 0.3549
O -0.559805 -4.019206 0.528608 0.1590 0.3139 0.0832
O 0.787008 3.626619 -1.266620 -1.1051 -0.8053 0.0427
N 2.063813 3.100338 -1.222476 1.1206 0.6493 0.1930
C -1.785336 4.909165 0.644690 -0.4974 1.6076 4.0974
C -1.475869 3.722792 -0.375538 0.9402 0.2019 0.4003
C -0.703332 -3.381367 -1.986495 0.0859 -0.0628 -0.1211
C -1.094581 1.147763 1.103132 1.7672 0.1029 -0.7304
C -0.000294 3.242992 -0.091458 -0.5158 0.1889 1.3118
C 0.167618 1.729634 0.312321 0.3283 -0.3311 1.1509
C 2.608319 -3.853032 0.048037 0.5119 -0.0104 0.6657
C 2.420356 -4.723663 1.276755 -0.2836 -0.0105 0.1508
H 1.009212 1.693965 1.064988 -0.6874 0.0215 -0.7769
H 3.317649 -4.714217 1.897492 0.0536 0.0180 -0.1139
H 0.360301 3.842089 0.788889 -0.4558 -0.4993 -0.9009
H -1.578903 4.086259 -1.428926 -0.1141 -0.6311 0.9193
H -1.715655 -2.999876 -1.859389 0.0839 0.0480 0.1210
H 3.484805 -4.195934 -0.503390 -0.2430 0.0399 -0.2642
H 2.195663 -5.752188 0.987934 0.0863 0.0369 -0.0124
H 1.587969 -4.371122 1.886862 0.0605 0.0037 -0.0285
H -1.371880 1.871285 1.911626 -0.1059 -0.5712 -0.6414
H -0.841798 0.148632 1.531171 -0.2947 0.8291 -0.4232
H -0.735193 -4.435414 -2.255209 0.0304 0.0376 0.0573
H 2.788866 -2.811405 0.325800 -0.1739 0.0037 -0.0865
H -0.174074 -2.800493 -2.738433 0.0020 -0.0073 0.0610
H 0.489290 1.059605 -0.523621 -0.6826 0.5502 0.5194


(2)
26
Properties=species:S:1:pos:R:3:forces:R:3 method="wB97M-V/def2-TZVPD" charge=+1 smiles="C=[N+]=C1CC=C(O[Si](C)(C)C)O1" largest_force_ev_per_a=4.334 orbital_gap_ev=7.84 e_lumo_ev=-4.7 energy_ha=-807.6659 homo_energy_ev=-12.6 e_above_lowest_kcal_mol=17.2
Si 1.715898 0.115339 -0.173157 1.0971 0.6071 -0.4446
O 0.448321 -0.899369 -0.691705 -0.5754 -0.2168 -0.1434
O -1.605979 0.217439 -0.368733 1.8291 0.1807 -0.2187
N -3.795574 0.639238 -0.156982 -2.3623 2.7398 0.4479
C -0.796698 -1.047214 -0.449508 -1.7193 -2.1874 0.2075
C -2.822488 -0.119932 -0.246155 0.1007 -3.0327 0.4244
C -3.025568 -1.632318 -0.177522 1.0304 0.0147 1.0179
C 3.232661 -0.666795 -1.094606 1.2908 0.6259 3.0648
C -4.854492 1.258743 0.130421 -0.0856 -2.5282 0.8641
C 1.917051 -0.089370 1.673734 -1.6016 -2.0953 0.9123
C -1.640782 -2.134284 -0.311995 2.1801 3.6626 -0.7875
C 1.133623 1.874215 -0.764212 0.2588 -2.6609 3.3281
H -3.614462 -2.025091 -0.961336 -1.1510 -0.0926 -0.7836
H 0.109798 2.046364 -0.569748 -1.2621 -0.1453 -0.0671
H -5.638574 1.248022 -0.596294 -0.2068 1.0533 -0.8988
H 4.161322 -0.886697 -0.438743 -1.6088 0.7804 -0.1217
H 3.207981 -1.611712 -1.523986 -1.3173 -2.0289 -0.7671
H 1.013430 -0.317936 2.338636 0.6166 0.1412 -1.3987
H 1.610233 2.652033 -0.259978 1.2013 1.2003 1.0564
H 2.615014 -0.881270 1.976175 -0.0904 -0.1414 -0.5888
H 2.291293 0.715025 2.208122 0.9521 2.2022 0.5035
H -5.213386 1.343540 1.175749 0.8067 0.5558 -0.3951
H -1.366807 -3.103481 -0.620223 0.3295 -0.9617 0.2006
H 3.715954 -0.135729 -1.850550 0.2678 1.6762 -1.3940
H -3.400585 -1.943775 0.798560 -0.5792 0.2958 -0.0325
H 1.377719 1.970407 -1.727443 0.5988 0.3554 -3.9861


(3)
27
Properties=species:S:1:pos:R:3:forces:R:3 method="wB97M-V/def2-TZVPD" charge=0 largest_force_ev_per_a=5.736 orbital_gap_ev=10.73 e_lumo_ev=0.7 energy_ha=-1117.9886 homo_energy_ev=-10.0 e_above_lowest_kcal_mol=17.1
Si 1.154888 -0.373818 -0.020694 -0.6159 2.6377 -0.9766
Si -1.134276 -0.606761 0.680155 2.2378 -1.0852 2.7301
O 0.525958 -1.204280 1.189813 -1.1859 -0.6048 0.5766
O -0.398438 0.420087 -0.274064 1.1116 0.4494 -1.0692
O -1.821337 -1.920706 0.044343 -0.3596 -0.7370 0.0365
C 3.193394 1.297010 1.160013 -3.7476 -4.0497 -1.5661
C -1.902023 1.300486 -2.473416 2.0343 0.8240 1.3548
C 2.665070 -2.172506 -1.474374 -3.7430 2.4314 -0.4418
C -1.409822 1.006015 3.070649 -1.1588 -1.5272 -0.0431
C 2.261549 1.129469 0.195138 1.0956 -2.2846 2.8281
C 1.554688 -1.398429 -1.474774 0.5091 -1.2307 -1.9608
C -1.795273 -0.006572 2.282498 -2.3308 -0.3754 1.5867
C -2.868936 0.753432 -1.783997 -3.3621 -1.5042 0.8334
H -2.200479 1.768642 -3.372885 0.1071 0.3040 -1.0678
H -2.643207 -0.570683 2.815464 1.0163 0.5290 -1.3927
H -2.932194 0.255634 -0.779120 0.8350 0.6989 -0.9506
H 3.787979 2.081543 1.113912 2.7572 3.5823 0.3966
H -3.942293 0.664490 -2.191748 1.7859 0.4070 0.2147
H 3.279579 -2.043605 -0.695798 2.5181 0.1024 2.9608
H -1.957886 1.159716 4.003066 0.4074 0.1204 -0.1797
H 2.967142 -2.834584 -2.185555 0.5168 -1.6833 -2.1468
H -0.845884 1.472489 -2.058719 -1.9441 -0.4851 -0.8838
H 2.199169 1.927937 -0.433421 -0.5401 1.9456 -2.2142
H 0.874222 -1.438508 -2.379697 0.6468 0.0104 1.2107
H -0.563613 1.577793 2.875435 1.2220 1.2712 -0.4257
H -1.356630 -2.728655 0.329616 -0.3377 0.3954 -0.2566
H 3.308653 0.484364 1.838159 0.5247 -0.1419 0.8465


(4)
27
Properties=species:S:1:pos:R:3:forces:R:3 method="wB97M-V/def2-TZVPD" charge=0 smiles="O=C(O)CC[C@H](CCCS)C(=O)O" largest_force_ev_per_a=13.593 orbital_gap_ev=9.38 e_lumo_ev=0.4 energy_ha=-1012.1580 homo_energy_ev=-9.0 e_above_lowest_kcal_mol=173.5
S 1.100138 -2.424618 2.239627 4.3737 -0.2618 3.1649
O -1.151987 -0.028242 -2.436229 1.1453 2.0412 7.2250
O -2.022448 -0.053702 -0.397602 0.6557 -1.6576 8.2112
O -1.775390 3.087146 -0.620513 -0.9931 1.3671 -4.8174
O -1.600698 2.567097 1.367415 3.4558 -1.5631 6.0599
C -0.087133 -2.528280 1.102142 -0.7671 -4.1155 -5.8894
C 1.251796 -0.987503 -0.696618 -7.2979 -2.3262 -8.2232
C 0.344815 0.145331 -0.328791 -3.8188 0.8442 0.8777
C 0.953935 1.474070 -0.487669 0.3995 3.7684 -3.2010
C 0.371569 -2.457691 -0.373230 1.0886 2.1296 -4.2741
C 0.664799 2.760475 0.426638 -5.5441 -3.9681 -0.1352
C -1.062805 2.895017 0.277890 4.1300 -0.4999 0.5636
C -1.033599 0.167411 -1.054927 5.4495 -2.8125 -12.1314
H -0.473661 -2.527363 -1.232949 1.4090 0.3434 2.4441
H 1.582324 -0.924893 -1.957479 -0.7736 -0.2197 4.1875
H 0.853023 2.511351 1.516516 0.0548 0.9555 -1.4506
H 2.140692 -3.306247 1.776192 -1.7740 1.1187 0.2636
H 1.046127 -3.340323 -0.717607 -0.8498 1.4513 1.1864
H -2.790337 0.166747 -0.734451 -6.1585 1.3835 -3.4582
H -0.909160 -1.943140 1.288307 -1.7123 1.6528 0.6874
H -0.457646 -3.552066 0.911068 -0.5395 0.0045 1.4739
H -0.056585 0.110659 0.710035 0.9017 -0.5379 -0.0748
H 1.893090 -1.099684 -0.026151 6.5688 -0.2831 5.0961
H -2.498712 2.562251 1.473755 -3.8027 0.2243 -0.5058
H 1.952125 1.301029 -0.277422 2.4617 -0.1375 -0.0720
H 0.871801 1.780220 -1.695851 0.3147 -0.6484 3.2558
H 0.893925 3.644949 -0.052096 1.6226 1.7465 -0.4637